# 1
Here is 3 unconnected molecules or ions with the total composition C18H34F2N3O10P2 from the OMol25 dataset. Energies are from ωB97M-V/def2-TZVPD.

E in eV: -68168.3914
Highest occupied orbital energy in eV: -11.868

Geometry as ORCA input:
```
! wB97M-V def2-TZVPD RIJCOSX def2/J DEFGRID3
* xyz 1 1
O -5.049 0.135 1.821
C -5.711 0.583 0.960
F -6.841 0.057 0.564
N -5.286 1.742 0.167
C -5.236 2.987 0.936
O -5.502 4.013 0.426
F -4.932 2.877 2.210
N -3.985 1.379 -0.302
C -3.952 0.527 -1.315
C -2.705 0.105 -1.752
C -1.623 0.625 -1.087
C -1.787 1.556 -0.055
N -2.987 1.923 0.332
H -4.871 0.172 -1.757
H -2.617 -0.604 -2.560
H -0.618 0.328 -1.351
H -0.899 1.958 0.409
O -1.282 -2.745 -0.216
P -1.364 -3.367 1.126
O -0.600 -2.406 2.171
C -1.167 -1.128 2.432
C -2.456 -1.167 3.230
O -0.311 -4.591 1.065
C 0.271 -5.025 -0.168
C 1.606 -4.353 -0.417
O -2.311 -4.114 2.180
C -3.465 -4.855 1.701
C -3.085 -6.049 0.849
H -1.331 -0.615 1.474
H -0.411 -0.569 2.982
H -3.260 -1.630 2.655
H -2.759 -0.151 3.483
H -2.344 -1.741 4.149
H -0.414 -4.857 -0.999
H 0.410 -6.104 -0.086
H 1.548 -3.277 -0.247
H 1.942 -4.529 -1.440
H 2.362 -4.742 0.266
H -4.124 -4.180 1.150
H -4.001 -5.183 2.589
H -2.661 -5.738 -0.109
H -3.966 -6.656 0.641
H -2.340 -6.662 1.353
O 1.935 2.779 -1.289
P 3.415 2.792 -1.030
O 3.392 4.026 0.062
C 2.890 3.805 1.375
C 3.806 2.946 2.230
O 3.966 3.601 -2.322
C 3.237 3.644 -3.552
C 2.352 4.872 -3.627
O 4.927 2.458 -0.517
C 5.557 1.198 -0.871
C 5.796 1.055 -2.361
H 1.889 3.360 1.315
H 2.786 4.791 1.827
H 3.852 1.919 1.859
H 3.449 2.916 3.260
H 4.821 3.340 2.219
H 2.657 2.731 -3.690
H 3.976 3.672 -4.354
H 1.784 5.010 -2.708
H 1.656 4.795 -4.463
H 2.958 5.768 -3.764
H 4.948 0.372 -0.496
H 6.503 1.174 -0.336
H 4.856 0.945 -2.908
H 6.401 0.170 -2.561
H 6.304 1.932 -2.757
*
```

natural (NBO) population analysis, charges in e, atoms 1 to 2: atom 1 (O): -0.46, atom 2 (C): 0.94

---

# 2
Here is 3 unconnected molecules or ions with the total composition C18H34I2NO9P2 from the OMol25 dataset. Energies are from ωB97M-V/def2-TZVPD.

E in eV: -73906.7504
ΔE to the lowest compared entry with this formula, charge and spin in kcal/mol: 0.0
Highest occupied orbital energy in eV: -11.157

Geometry as ORCA input:
```
! wB97M-V def2-TZVPD RIJCOSX def2/J DEFGRID3
* xyz 1 1
C 0.978 -7.583 -1.926
O 2.083 -6.746 -2.202
C 3.312 -7.415 -1.990
C 4.478 -6.531 -2.395
C 4.570 -5.230 -1.605
N 3.481 -4.264 -1.873
C 3.049 -4.098 -3.133
C 2.066 -3.198 -3.450
C 1.470 -2.439 -2.444
C 1.920 -2.617 -1.149
C 2.932 -3.533 -0.888
C 3.397 -3.633 0.517
I 5.337 -2.821 0.831
C 2.685 -4.144 1.512
C 3.081 -4.210 2.947
I 0.764 -4.965 1.104
H 0.633 -7.467 -0.892
H 0.138 -7.363 -2.587
H 1.219 -8.642 -2.069
H 3.406 -7.677 -0.923
H 3.311 -8.352 -2.560
H 5.387 -7.093 -2.163
H 4.475 -6.409 -3.480
H 4.599 -5.500 -0.550
H 5.525 -4.735 -1.793
H 3.490 -4.650 -3.948
H 1.741 -3.054 -4.471
H 0.701 -1.712 -2.674
H 1.498 -2.041 -0.335
H 2.412 -3.560 3.520
H 2.965 -5.211 3.367
H 4.103 -3.888 3.138
C -3.935 1.149 2.039
O -2.495 1.103 1.955
P -1.826 0.790 0.475
O -0.441 0.413 0.875
O -1.971 2.293 -0.067
C -1.445 3.374 0.707
O -1.912 0.230 -1.072
C -2.137 -1.179 -1.199
H -4.201 1.488 3.037
H -4.346 1.848 1.306
H -4.360 0.156 1.885
H -0.632 3.054 1.357
H -2.243 3.809 1.308
H -1.072 4.139 0.029
H -3.058 -1.480 -0.699
H -1.291 -1.720 -0.766
H -2.221 -1.417 -2.257
C -1.771 9.215 -0.198
O -2.022 7.982 0.505
P -2.884 8.076 1.935
O -2.552 6.723 2.474
O -4.304 8.102 1.154
C -4.570 7.134 0.148
O -3.673 8.729 3.231
C -2.844 9.275 4.275
H -1.319 8.970 -1.156
H -2.702 9.761 -0.375
H -1.077 9.842 0.363
H -3.991 6.222 0.298
H -4.344 7.552 -0.834
H -5.631 6.895 0.185
H -2.185 10.050 3.884
H -2.253 8.483 4.737
H -3.499 9.717 5.020
*
```

natural (NBO) population analysis, charges in e, atoms 1 to 2: atom 1 (C): -0.25, atom 2 (O): -0.57

---

# 3
Here is a molecular structure, C18H34O31S7 from the OMol25 dataset. Energies are from ωB97M-V/def2-TZVPD.

E in eV: -158529.1701
ΔE to the lowest compared entry with this formula, charge and spin in kcal/mol: 0.0
Highest occupied orbital energy in eV: -10.962

Geometry as ORCA input:
```
! wB97M-V def2-TZVPD RIJCOSX def2/J DEFGRID3
* xyz 0 1
C -20.971 -10.426 -1.933
C -21.113 -11.665 -2.794
C -19.912 -12.044 -3.583
O -19.144 -12.673 -2.599
C -19.964 -13.204 -1.682
O -19.576 -13.892 -0.798
O -21.206 -12.847 -1.982
H -21.065 -9.539 -2.560
H -20.060 -10.477 -1.310
H -21.754 -10.339 -1.150
H -21.988 -11.721 -3.417
H -19.322 -11.252 -4.006
H -20.127 -12.806 -4.326
C -18.563 -14.587 -7.890
C -18.567 -13.781 -6.590
O -19.277 -14.594 -5.631
S -19.815 -16.008 -6.193
O -21.217 -15.933 -6.131
O -19.042 -17.032 -5.597
O -19.395 -15.750 -7.726
H -17.514 -14.879 -7.997
H -18.937 -14.056 -8.717
H -19.140 -12.804 -6.674
H -17.589 -13.678 -6.055
C -24.006 -11.165 -6.007
C -23.054 -12.384 -5.932
O -21.719 -11.802 -6.310
S -21.859 -10.237 -6.545
O -21.045 -9.902 -7.686
O -21.775 -9.551 -5.295
O -23.373 -10.323 -6.968
H -24.071 -10.640 -5.064
H -25.014 -11.330 -6.395
H -23.226 -13.153 -6.660
H -22.945 -12.919 -5.015
C -17.355 -11.857 -0.220
C -16.438 -12.311 -1.482
O -15.133 -12.514 -0.931
S -15.259 -12.859 0.616
O -14.219 -12.368 1.430
O -15.784 -14.159 0.709
O -16.443 -11.809 0.871
H -18.061 -12.671 -0.044
H -17.872 -10.853 -0.255
H -16.411 -11.548 -2.223
H -16.741 -13.275 -1.909
C -13.591 -8.753 0.788
C -13.580 -9.282 -0.651
O -14.957 -9.313 -1.093
S -15.719 -8.078 -0.453
O -17.010 -8.525 0.001
O -15.506 -6.940 -1.258
O -14.734 -7.896 0.820
H -12.755 -8.042 0.928
H -13.674 -9.594 1.528
H -13.205 -10.317 -0.662
H -12.957 -8.658 -1.295
C -24.551 -12.897 -0.621
C -24.952 -11.915 0.571
O -24.554 -10.535 0.067
S -24.924 -10.562 -1.488
O -24.107 -9.650 -2.176
O -26.289 -10.724 -1.732
O -24.317 -12.009 -1.758
H -25.343 -13.605 -0.930
H -23.613 -13.425 -0.576
H -24.469 -12.094 1.487
H -26.037 -12.026 0.688
C -20.090 -14.151 2.150
C -19.750 -15.680 1.944
O -20.755 -16.401 2.656
S -21.816 -15.460 3.320
O -22.099 -15.851 4.662
O -22.829 -15.243 2.329
O -20.841 -14.140 3.433
H -20.724 -13.801 1.394
H -19.256 -13.439 2.318
H -18.830 -16.026 2.432
H -19.780 -15.881 0.890
C -18.125 -7.220 -5.892
C -18.999 -7.897 -4.814
O -18.774 -9.295 -5.119
S -17.190 -9.498 -5.485
O -17.161 -10.578 -6.441
O -16.430 -9.464 -4.248
O -16.947 -8.097 -6.129
H -17.748 -6.324 -5.627
H -18.763 -7.167 -6.799
H -19.983 -7.482 -4.880
H -18.628 -7.655 -3.735
*
```

Mulliken population analysis, charges in e, atoms 1 to 2: atom 1 (C): -1.20, atom 2 (C): 1.51

---

# 4
Here is 3 unconnected molecules or ions with the total composition C18H35BNO9S from the OMol25 dataset. Energies are from ωB97M-V/def2-TZVPD.

E in eV: -50658.0010
Highest occupied orbital energy in eV: -12.259

Geometry as ORCA input:
```
! wB97M-V def2-TZVPD RIJCOSX def2/J DEFGRID3
* xyz 1 1
C -5.663 -0.213 1.123
C -5.638 0.873 2.188
O -4.342 1.443 2.364
C -3.473 0.628 3.098
C -2.112 1.272 3.084
O -1.522 1.193 1.769
C -0.438 0.349 1.711
N 0.107 0.435 0.315
B 1.211 -0.666 0.233
O 0.878 -1.978 0.404
O 2.466 -0.240 0.106
C 3.427 -1.096 -0.557
C 0.737 1.790 0.076
C -0.235 2.854 -0.371
O -0.819 2.423 -1.583
C -1.682 1.354 -1.294
C -0.953 0.118 -0.766
S -2.240 -1.038 -0.252
H -6.644 -0.254 0.656
H -5.465 -1.203 1.528
H -4.927 0.024 0.355
H -5.973 0.479 3.150
H -6.290 1.694 1.910
H -3.796 0.551 4.142
H -3.386 -0.374 2.665
H -1.475 0.744 3.795
H -2.189 2.322 3.350
H -0.656 -0.692 1.951
H 0.371 0.683 2.372
H 0.346 -2.344 -0.305
H 4.337 -0.518 -0.668
H 3.070 -1.375 -1.544
H 3.638 -1.976 0.041
H 1.265 2.108 0.971
H 1.478 1.676 -0.708
H 0.340 3.755 -0.572
H -0.997 3.096 0.366
H -2.425 1.669 -0.553
H -2.229 1.087 -2.193
H -0.413 -0.334 -1.598
H -1.767 -2.140 -0.842
O 2.417 -6.627 3.333
C 2.647 -5.471 3.169
O 1.865 -4.489 3.697
C 2.311 -3.203 3.252
C 3.772 -3.395 2.854
C 3.772 -4.843 2.364
H 1.689 -2.900 2.407
H 2.185 -2.489 4.064
H 4.115 -2.670 2.117
H 4.410 -3.303 3.734
H 3.515 -4.922 1.306
H 4.706 -5.365 2.548
O 2.465 0.883 -7.034
C 1.932 1.602 -6.250
O 1.372 1.132 -5.098
C 0.720 2.196 -4.389
C 1.378 3.478 -4.888
C 1.731 3.105 -6.328
H -0.348 2.164 -4.619
H 0.851 2.031 -3.325
H 0.736 4.351 -4.793
H 2.292 3.668 -4.324
H 0.912 3.304 -7.020
H 2.634 3.587 -6.691
*
```

natural (NBO) population analysis, charges in e, atoms 1 to 2: atom 1 (C): -0.65, atom 2 (C): -0.07

---

# 5
Here is a molecular structure, C18H35Br2Cl4FKLiMgN2O18PSi2 from the OMol25 dataset. Energies are from ωB97M-V/def2-TZVPD.

E in eV: -298953.5464
ΔE to the lowest compared entry with this formula, charge and spin in kcal/mol: 114.6
Highest occupied orbital energy in eV: -8.642

Geometry as ORCA input:
```
! wB97M-V def2-TZVPD RIJCOSX def2/J DEFGRID3
* xyz 1 1
C 1.622 -0.673 0.825
C 1.039 0.884 0.766
O -0.390 0.960 0.405
C -0.621 1.811 -0.773
C -0.790 0.841 -2.105
O -2.114 0.193 -2.031
C -2.109 -1.149 -2.633
Si -1.699 -2.414 -1.196
O -1.292 -3.940 -1.968
Si 0.372 -4.421 -1.638
C 1.687 -3.280 -2.548
O 2.943 -3.327 -2.100
N 1.162 -2.475 -3.714
C 1.866 -1.150 -3.892
O 2.505 -0.446 -2.956
F 1.787 -0.530 -5.265
P -3.301 -2.558 0.319
O -3.265 -1.284 1.306
O -4.818 -2.495 -0.571
O -3.150 -4.046 1.264
H 1.681 -1.174 -0.255
H 2.676 -0.670 1.337
H 0.904 -1.371 1.465
H 1.125 1.284 1.886
H 1.746 1.457 0.020
H 0.187 2.641 -0.948
H -1.668 2.365 -0.645
H 0.107 0.089 -2.077
H -0.751 1.465 -3.111
H -3.136 -1.435 -3.163
H -1.214 -1.238 -3.396
H -0.532 -1.863 -0.508
H 0.653 -4.399 -0.210
H 0.640 -5.781 -2.172
H 1.388 -3.060 -4.571
H -5.213 -1.588 -0.339
H -2.380 -3.963 1.910
Mg 2.687 -2.743 -5.349
C 3.343 4.145 3.497
O 3.601 3.653 2.183
C 4.792 4.044 1.665
O 5.617 4.753 2.219
O 4.907 3.509 0.423
C 6.121 3.838 -0.248
H 2.365 3.771 3.812
H 4.095 3.777 4.202
H 3.310 5.239 3.500
H 6.985 3.458 0.307
H 6.199 4.920 -0.396
H 6.105 3.358 -1.231
C 1.147 7.675 3.864
O 0.653 6.350 3.792
H 2.238 7.651 3.814
H 0.759 8.256 3.024
H 0.838 8.129 4.809
H -0.316 6.404 3.839
C -6.613 -3.486 2.539
Cl -5.066 -3.414 1.660
Cl -7.192 -1.831 2.859
Cl -7.816 -4.356 1.554
Cl -6.379 -4.342 4.084
C 2.203 -7.643 -0.088
O 2.682 -8.240 0.864
O 2.212 -8.043 -1.258
O 1.636 -6.546 -0.029
C -2.342 -7.790 1.619
O -1.690 -6.892 2.204
O -3.609 -7.781 2.008
O -2.000 -8.644 0.771
H -3.441 -7.029 2.613
K -5.616 -4.349 -0.514
Br -8.276 1.895 -2.020
C -6.536 1.552 -2.831
C -6.349 0.082 -3.125
Br -5.939 -0.916 -1.501
H -5.781 1.958 -2.152
H -6.535 2.134 -3.757
H -5.487 -0.074 -3.780
H -7.230 -0.386 -3.573
C 7.750 7.568 1.164
C 7.676 8.065 -0.271
N 7.615 8.477 -1.461
H 8.705 7.065 1.335
H 7.662 8.411 1.855
H 6.936 6.864 1.356
Li -4.276 -5.758 3.434
*
```

Mulliken population analysis, charges in e, atoms 1 to 2: atom 1 (C): -0.65, atom 2 (C): -0.09

---

# 6
Here is 2 unconnected molecules or ions with the total composition C18H35F3N2O2P from the OMol25 dataset. Energies are from ωB97M-V/def2-TZVPD.

E in eV: -43729.9673
ΔE to the lowest compared entry with this formula, charge and spin in kcal/mol: 175.8
Highest occupied orbital energy in eV: -9.998

Geometry as ORCA input:
```
! wB97M-V def2-TZVPD RIJCOSX def2/J DEFGRID3
* xyz 1 1
C 3.824 0.791 0.620
C 3.679 0.278 -0.954
C 4.358 -1.196 -1.126
C 3.501 -2.278 -2.018
P 1.602 -2.311 -1.575
C 0.593 -3.912 -1.757
C -1.039 -3.776 -1.614
C -1.577 -2.996 -0.284
O -1.472 -1.532 -0.315
C -2.758 -0.903 0.024
C 1.934 -2.543 0.287
C 3.020 -3.936 0.529
C 3.081 -4.522 2.153
O 4.280 -3.672 1.401
C 1.231 -1.717 -3.388
F 1.802 -0.341 -3.658
F -0.247 -1.481 -3.615
F 1.632 -2.690 -4.426
H 4.003 -0.082 1.383
H 4.745 1.534 0.759
H 2.855 1.357 0.969
H 4.325 1.053 -1.591
H 2.580 0.388 -1.334
H 5.377 -1.028 -1.726
H 4.676 -1.564 -0.064
H 3.978 -3.373 -1.991
H 3.692 -1.943 -3.148
H 0.939 -1.054 -1.185
H 0.761 -4.446 -2.814
H 0.878 -4.775 -0.980
H -1.579 -3.399 -2.610
H -1.428 -4.902 -1.502
H -1.096 -3.512 0.655
H -2.744 -3.238 -0.209
H -2.531 0.184 0.461
H -3.376 -0.731 -0.959
H -3.362 -1.454 0.880
H 0.946 -2.791 0.854
H 2.434 -1.641 0.835
H 3.071 -4.785 -0.399
H 2.076 -3.899 2.333
H 3.579 -4.050 3.075
C -2.319 3.337 -1.040
C -2.901 4.602 -0.437
N -3.169 4.526 1.008
C -3.144 3.406 1.826
C -3.521 3.813 3.074
N -3.763 5.172 2.994
C -3.527 5.594 1.744
C -4.211 6.028 4.085
H -2.999 2.490 -0.911
H -2.148 3.468 -2.113
H -1.364 3.083 -0.569
H -3.849 4.846 -0.929
H -2.210 5.438 -0.600
H -2.869 2.445 1.426
H -3.655 3.304 4.013
H -3.624 6.611 1.385
H -5.157 6.497 3.801
H -3.455 6.795 4.270
H -4.360 5.436 4.993
*
```

natural (NBO) population analysis, charges in e, atoms 1 to 2: atom 1 (C): -0.64, atom 2 (C): -0.44